# C12H19Cl2GaN3O

C12H19Cl2GaN3O as an isolated structure (wB97M-V/def2-TZVPD, the OMol25 dataset).

Total energy ... -96689.493 eV
Charge ... -1
Kohn-Sham gap (alpha / beta) ... 0.239 / 0.144 Ha
Lowest unoccupied orbital energy (alpha / beta) ... 0.1021 / 0.1021 Ha

The geometry in XYZ format:
```
38
Properties=species:S:1:pos:R:3:forces:R:3
Ga 0.3411 -0.4275 -1.1474 -5.444 1.072 -0.773
Cl 0.3787 1.7720 -0.2973 0.047 0.812 -0.077
Cl -0.6377 -2.4777 -0.2827 0.047 -0.976 -0.177
C 0.1233 -0.7009 -3.0454 2.098 0.363 -0.229
H 0.4093 -1.8017 -3.1609 0.023 1.377 -0.636
H 0.9103 0.1003 -3.3919 -1.129 -1.770 -0.463
C 2.0738 -1.0480 0.5258 -0.733 -2.308 3.799
C 2.0907 -0.7828 -0.7640 3.317 -2.082 -8.141
H 1.4539 -1.9336 0.8837 1.242 1.253 -0.339
C 2.9238 0.3136 -1.5120 -0.124 -0.126 1.143
H 1.9685 -1.6517 -1.5674 0.890 0.927 2.244
C 4.0895 0.6148 -0.5835 0.239 -0.104 -0.385
H 3.2557 -0.0138 -2.5101 -0.200 -0.195 0.429
H 2.2963 1.2130 -1.6543 0.584 -0.265 0.066
C 3.5939 0.9755 0.8099 -0.183 -0.147 0.395
H 4.7246 -0.2696 -0.5284 0.060 -0.274 0.046
H 4.7298 1.3850 -1.0208 -0.011 0.301 0.242
C 2.6023 -0.0668 1.4533 0.907 0.787 -0.135
H 4.4519 1.0232 1.4855 0.034 0.335 -0.003
H 3.1244 1.9661 0.7498 -0.004 -0.278 0.192
H 3.1395 -0.7087 2.1328 0.340 0.303 1.102
H 1.7982 0.4779 1.9317 -0.170 0.225 0.601
C -4.6008 0.8290 -1.1532 -0.297 0.004 -0.347
N -3.6658 0.5257 -0.0741 -0.124 0.071 -0.358
C -4.1231 0.5260 1.2034 0.455 -0.047 -0.077
C -3.2886 0.1428 2.2061 -0.745 0.051 0.679
C -1.9744 -0.2586 1.8501 1.079 -0.049 -1.318
N -1.4648 -0.0515 0.6402 -1.420 -0.303 1.124
C -2.2974 0.1889 -0.3934 -0.809 0.624 -0.831
O -1.9352 0.1401 -1.5724 -1.267 0.451 1.914
N -1.1349 -0.9049 2.7017 -0.946 0.133 1.739
H -4.0598 0.9856 -2.0841 0.185 -0.050 0.192
H -5.1965 1.7267 -0.9455 0.316 -0.053 0.198
H -5.3213 0.0184 -1.3254 0.288 -0.063 0.143
H -5.1741 0.8314 1.3367 0.691 -0.219 0.042
H -3.6053 0.0930 3.2493 -0.053 0.041 -0.406
H -1.4993 -1.2263 3.6180 0.380 0.405 -1.273
H -0.5004 -1.5248 2.2362 0.438 -0.225 -0.319
```
Forces are in eV/Å.

Results of the Mulliken charge analysis, in e, for atoms 1 through 2: 0.67 -0.51

=====

# C12H19Cl2MnNO2P

C12H19Cl2MnNO2P as an isolated structure (wB97M-V/def2-TZVPD, the OMol25 dataset).

Spin multiplicity ... 5
<S²> ... 6.182
Total energy ... -83976.543 eV
Charge ... +2
Kohn-Sham gap (alpha / beta) ... 0.256 / 0.273 Ha
Lowest unoccupied orbital energy (alpha / beta) ... -0.3446 / -0.3277 Ha

The geometry in XYZ format:
```
38
Properties=species:S:1:pos:R:3:forces:R:3
C -0.1617 -3.9704 -3.9283 0.244 -0.302 -0.126
C -0.5046 -2.9951 -2.8687 -2.926 0.356 -0.077
H -1.0478 -4.4307 -4.3505 -0.228 0.098 0.101
H 0.4780 -4.7474 -3.4913 -0.022 0.153 -0.154
H 0.3996 -3.4689 -4.7305 -0.047 -0.079 0.292
O -1.5523 -2.5672 -2.4688 2.643 -0.666 -0.503
Cl 1.0912 -2.3568 -2.1655 0.395 -0.967 -0.892
Mn 0.6960 -0.8205 -0.5870 1.862 1.626 0.690
P 0.0608 1.5040 -1.7819 0.522 1.661 -1.364
C -1.3888 2.6210 -1.6990 -0.595 -0.413 0.744
C 1.4326 2.6729 -1.5347 0.497 -0.382 0.709
H 0.9411 0.3330 -3.7109 -0.107 0.243 -0.026
H 0.1562 1.8650 -4.2107 -0.013 -0.103 0.414
H -0.8291 0.4446 -3.7549 0.167 0.171 0.002
C 0.0908 1.0032 -3.5303 0.016 -0.785 -0.031
H 2.3853 2.1315 -1.5378 -0.218 0.238 -0.111
H 1.4479 3.4700 -2.2884 -0.296 -0.298 0.012
H -1.3326 3.4202 -2.4634 0.295 -0.572 0.245
H -1.4354 3.0981 -0.7057 0.018 -0.175 -0.351
H 1.3172 3.1256 -0.5401 0.023 -0.043 -0.237
H -2.3178 2.0505 -1.8448 0.201 0.246 -0.014
C -1.1505 -0.3818 -0.4292 -6.359 0.145 4.090
O -2.1306 -0.2654 0.2084 4.360 -0.136 -3.617
Cl 2.8484 -0.2877 -0.7324 -0.617 -0.038 0.139
C 0.7548 -3.1108 5.3360 -0.253 -0.265 0.092
C 0.5894 -2.5452 3.9481 0.216 0.155 0.432
C 1.4917 -1.5657 3.5207 -0.007 0.187 -0.714
C 1.4572 -1.1324 2.2023 -0.044 -0.246 0.327
N 0.5604 -1.6128 1.2996 -0.150 0.077 0.575
C -0.3966 -2.4691 1.7477 0.046 -0.103 0.125
C -0.4190 -2.9375 3.0535 0.169 0.116 -0.246
H 1.7579 -3.5540 5.4531 -0.315 0.222 -0.152
H 0.6565 -2.3357 6.1123 0.019 -0.142 -0.353
H 0.0235 -3.8987 5.5469 0.122 0.216 -0.070
H 2.2348 -1.1457 4.2011 -0.188 -0.208 -0.247
H 2.1677 -0.4042 1.8227 -0.063 -0.161 0.162
H -1.1603 -2.7900 1.0279 0.374 0.121 0.310
H -1.2171 -3.6032 3.3787 0.260 0.053 -0.176
```
Forces are in eV/Å.

Results of the Mulliken charge analysis, in e, for atoms 1 through 2: -1.09 0.87

=====

# C12H19Cl3O2V

C12H19Cl3O2V as an isolated structure (wB97M-V/def2-TZVPD, the OMol25 dataset).

Spin multiplicity ... 2
<S²> ... 0.770
Total energy ... -80105.765 eV
Charge ... -2
Kohn-Sham gap (alpha / beta) ... 0.164 / 0.144 Ha
Lowest unoccupied orbital energy (alpha / beta) ... 0.2018 / 0.2018 Ha

The geometry in XYZ format:
```
37
Properties=species:S:1:pos:R:3:forces:R:3
C 1.6288 1.3673 1.3089 0.315 0.631 0.127
C 0.6491 2.2474 1.9095 -0.039 -0.193 -0.457
C -0.2007 2.7591 0.8560 0.910 0.866 -0.558
C 0.6168 2.6110 3.3704 -0.032 -0.031 -0.091
C 0.3070 2.2474 -0.3944 1.609 0.835 0.242
C 1.4402 1.4005 -0.1160 -0.068 1.539 -0.818
C 2.3681 0.8267 -1.1442 -0.102 -0.130 0.010
C 2.7429 0.6975 2.0408 -0.170 -0.005 -0.029
C -1.3011 3.7556 1.0316 0.049 -0.506 -0.006
C -0.1279 2.6344 -1.7742 -0.338 -0.211 0.009
V -0.2821 0.6744 0.8628 -1.527 -2.445 1.235
Cl -1.4887 0.1414 2.7949 -0.505 -0.122 0.728
Cl 0.4813 -1.5781 0.5384 0.447 -0.651 -0.386
Cl -2.1519 0.2861 -0.6855 -0.308 0.039 -0.140
H 1.3268 1.9774 3.9220 -0.283 0.104 -0.077
H -0.3804 2.4678 3.8103 0.246 0.030 -0.111
H 0.9407 3.6571 3.5301 -0.143 -0.199 -0.082
H -2.0543 3.3757 1.7249 -0.049 0.092 0.105
H -1.7942 3.8989 0.0727 -0.101 0.246 -0.061
H -0.9066 4.7017 1.4176 -0.127 0.168 -0.082
H -1.2164 2.5345 -1.8953 0.267 0.110 0.077
H 0.3146 1.9498 -2.5121 -0.115 0.337 0.125
H 0.1765 3.6767 -1.9781 -0.044 -0.282 -0.099
H 1.8221 0.5829 -2.0676 0.202 -0.051 0.207
H 2.8567 -0.0815 -0.7647 -0.211 0.090 -0.160
H 3.1689 1.5416 -1.4091 -0.169 -0.106 0.042
H 2.3780 0.2455 2.9655 0.080 -0.149 -0.045
H 3.5396 1.3995 2.3045 0.180 0.136 0.048
H 3.1774 -0.0804 1.4177 0.003 -0.205 0.074
O 0.6095 -2.3101 -2.9291 0.451 1.491 0.766
H 1.0693 -1.7116 -2.2685 -0.280 -0.915 -0.646
C -1.7391 -2.3975 -2.7711 -0.512 0.502 0.065
C -0.5416 -1.6051 -3.2338 -0.193 0.199 -0.015
O -0.5415 -0.5118 -3.7585 0.157 -1.379 0.474
H -1.7198 -2.4186 -1.6670 0.357 -0.145 -0.383
H -1.7788 -3.4180 -3.1911 0.194 0.446 0.183
H -2.6309 -1.8189 -2.9961 -0.148 -0.137 -0.270
```
Forces are in eV/Å.

Results of the Mulliken charge analysis, in e, for atoms 1 through 2: 0.73 0.61

=====

# C12H19Cl3O3Pb

C12H19Cl3O3Pb as an isolated structure (wB97M-V/def2-TZVPD, the OMol25 dataset).

Total energy ... -61711.828 eV
Charge ... -2
Kohn-Sham gap ... 0.172 Ha
Lowest unoccupied orbital energy ... 0.1584 Ha

The geometry in XYZ format:
```
38
Properties=species:S:1:pos:R:3:forces:R:3
C -0.6924 0.9202 -2.2838 -1.179 -3.033 -1.238
C -0.8788 -0.4641 -2.5981 0.114 4.598 1.016
C 0.4089 -1.0776 -2.6537 3.779 2.452 0.535
C -2.1485 -1.1484 -2.8324 -0.584 -0.609 0.472
C 1.4029 -0.0806 -2.4033 -1.727 -2.878 -0.286
C 0.7356 1.1800 -2.1745 0.913 2.114 0.980
C 1.3592 2.4159 -1.7918 -0.524 -3.692 -5.089
C -1.7667 1.9181 -2.1115 -0.388 0.528 0.127
C 0.6548 -2.5153 -2.8650 0.505 -0.210 -0.054
C 2.8663 -0.3028 -2.3173 -0.016 -0.066 0.027
Pb -1.2101 -1.7065 1.3199 -0.784 0.015 1.734
Cl -2.1894 -3.6239 -0.0102 -1.000 -2.128 -1.653
Cl -2.7416 0.2423 0.7872 -0.938 1.280 -0.495
Cl 1.0624 -1.6125 0.4350 2.155 0.106 -0.779
H -2.9716 -0.4268 -2.7536 0.053 -0.378 -0.076
H -2.2820 -1.9526 -2.0609 -0.104 0.513 -0.660
H -2.1304 -1.6158 -3.8321 -0.208 0.034 0.245
H 0.0182 -3.0881 -2.1768 0.143 -0.051 -0.185
H 1.7198 -2.7414 -2.6538 -0.647 -0.052 -0.146
H 0.4179 -2.7824 -3.9080 0.025 -0.191 0.232
H 3.0718 -1.0231 -1.5097 0.150 0.239 -0.179
H 3.3628 0.6572 -2.1001 0.100 -0.577 -0.122
H 3.2165 -0.7111 -3.2771 0.317 0.120 0.267
H 2.4368 2.3175 -1.7734 0.080 0.324 0.321
H 1.0492 2.5554 -0.3678 -0.148 -0.503 2.628
H 1.0210 3.2321 -2.4316 -0.605 0.627 1.172
H -2.5573 1.5125 -1.4574 0.312 0.321 -0.151
H -2.2201 2.1811 -3.0835 0.054 0.091 0.205
H -1.3549 2.8365 -1.6494 -0.370 -0.385 -0.171
O 1.3304 2.5492 0.6134 0.086 0.679 0.453
H 1.0047 1.7767 1.1182 -0.118 0.141 -0.491
C 0.8739 -0.5558 5.0985 1.108 1.040 0.052
C 0.3271 -0.2190 3.7112 -0.812 -1.725 1.432
O 0.7990 0.7392 3.0966 -0.804 -0.645 -0.313
O -0.6222 -1.0966 3.4857 1.230 2.233 -0.140
H 1.9386 -0.4124 5.1250 0.817 -0.015 -0.146
H 0.6495 -1.5312 5.4538 -0.402 -0.852 0.028
H 0.5296 0.1605 5.8183 -0.584 0.536 0.449
```
Forces are in eV/Å.

Results of the Mulliken charge analysis, in e, for atoms 1 through 2: 0.67 0.66

=====

> Which of these has the highest total energy?

C12H19Cl3O3Pb

=====

> The highest total energy belongs to which entry?

C12H19Cl3O3Pb